C34H30Cu2F2N4O14Pt as an isolated structure in a non-equilibrium geometry, computed with ωB97M-V/def2-TZVPD.

## Properties
net charge = +1
HOMO energy (spin up / spin down) = -0.3175 / -0.3149 Ha
2S+1 = 4
maximum force = 8.96 eV Å⁻¹
total energy = -168309.9298 eV

Last column: Mulliken charge in e.
Cartesian coordinates (Å):
Cu1 -10.721 -4.469 -19.972  0.65
Cu2 -4.028 -1.713 -18.803  0.49
Pt1 -3.957 -0.285 -22.644  2.36
C1 -2.847 3.635 -23.802  -0.98
C2 -3.553 2.381 -23.395  0.89
C3 -4.408 2.456 -22.060  -0.02
O1 -5.023 1.404 -21.910  -0.52
C4 -4.205 3.586 -21.154  -0.58
C5 -3.405 4.650 -21.528  0.32
C6 -2.680 4.651 -22.891  0.30
O2 -2.051 5.714 -23.317  -0.66
O3 -3.130 5.459 -20.570  -0.63
O4 -3.427 1.263 -23.838  -0.71
H1 -2.278 3.660 -24.720  0.42
H2 -4.651 3.434 -20.183  0.53
C7 -6.630 -2.503 -20.041  0.80
C8 -7.807 -3.084 -20.297  -0.25
C9 -8.503 -2.893 -21.674  0.12
O5 -9.717 -3.359 -21.925  -0.82
C10 -7.871 -2.217 -22.694  -1.31
C11 -6.551 -1.619 -22.589  2.56
C12 -5.927 -1.736 -21.109  2.88
O6 -4.875 -1.128 -20.968  -1.06
O7 -5.896 -1.007 -23.409  -1.74
O8 -8.401 -3.798 -19.301  -0.88
H3 -6.161 -2.773 -19.106  -1.32
H4 -8.364 -2.198 -23.655  -0.05
C13 -7.560 1.524 -20.282  0.32
C14 -8.623 0.776 -19.491  0.35
O9 -7.994 0.458 -18.290  -0.33
C15 -6.698 0.815 -18.229  0.51
O10 -5.846 0.499 -17.386  -0.53
O11 -6.370 1.200 -19.572  -0.15
F1 -9.022 -0.346 -20.173  -0.18
H5 -7.618 2.607 -20.387  0.38
H6 -7.392 1.269 -21.328  -0.74
H7 -9.545 1.330 -19.316  0.31
C16 -2.431 -5.751 -21.606  -0.31
C17 -1.245 -5.201 -22.321  0.19
O12 -1.891 -4.084 -22.971  -0.39
C18 -2.919 -3.671 -22.250  0.11
O13 -3.592 -2.678 -22.502  -0.71
O14 -2.953 -4.486 -21.211  -0.07
F2 -0.712 -6.108 -23.161  -0.29
H8 -2.282 -6.436 -20.771  0.39
H9 -2.987 -6.245 -22.403  0.05
H10 -0.528 -4.984 -21.529  0.29
N1 -6.197 -3.570 -16.865  0.00
C19 -5.424 -2.571 -16.204  -0.33
C20 -4.135 -2.958 -16.220  -0.86
C21 -3.989 -4.047 -17.061  -0.36
C22 -5.252 -4.510 -17.318  -0.57
H11 -7.192 -3.622 -17.028  0.28
H12 -5.999 -1.781 -15.743  0.43
H13 -3.319 -2.518 -15.665  0.49
H14 -3.056 -4.553 -17.260  0.48
H15 -5.619 -5.478 -17.625  0.52
N2 -6.028 -6.193 -21.228  0.33
C23 -5.930 -5.933 -22.558  -0.45
C24 -5.249 -6.917 -23.205  -0.85
C25 -5.100 -7.904 -22.214  -0.56
C26 -5.522 -7.379 -21.003  -0.55
H16 -6.553 -5.759 -20.482  0.17
H17 -6.309 -5.024 -23.001  0.60
H18 -4.996 -6.933 -24.254  0.48
H19 -4.714 -8.901 -22.373  0.42
H20 -5.495 -7.690 -19.969  0.44
N3 -8.814 -3.197 -25.962  0.18
C27 -10.137 -3.393 -26.230  -0.44
C28 -10.437 -3.779 -27.593  -0.53
C29 -9.184 -4.058 -28.120  -0.56
C30 -8.217 -3.609 -27.172  -0.45
H21 -8.338 -2.898 -25.122  0.43
H22 -10.811 -3.359 -25.387  0.38
H23 -11.364 -3.890 -28.137  0.38
H24 -9.097 -4.313 -29.165  0.36
H25 -7.142 -3.691 -27.240  0.36
N4 -7.776 0.796 -24.231  0.60
C31 -8.877 1.241 -23.550  -0.05
C32 -9.426 2.363 -24.311  -0.98
C33 -8.592 2.627 -25.331  -0.41
C34 -7.638 1.534 -25.366  -0.30
H26 -7.144 0.015 -24.127  -0.16
H27 -9.118 0.703 -22.645  0.61
H28 -10.301 2.965 -24.115  0.43
H29 -8.657 3.510 -25.950  0.47
H30 -6.838 1.338 -26.065  0.52

Forces on atoms 1 to 3 (eV/Å):
1.751 0.912 -0.722
-0.568 -0.064 0.135
0.461 1.304 -0.508

=====

An isolated molecule of C23H29N5O4 in a non-equilibrium geometry, computed with ωB97M-V/def2-TZVPD.

## Properties
HOMO energy = -0.2932 Ha
structure (SMILES) = CCCc1[nH]nc2c1[C@@H](c1ccc(OCCN3CCOCC3)c(OC)c1)C(C#N)=C(N)O2
ΔE to the lowest compared entry with this formula, charge and spin = 398.3 kJ/mol
maximum force = 1.57 eV Å⁻¹
total energy = -39960.6896 eV

Last column: Mulliken charge in e.
Cartesian coordinates (Å):
C1 -0.487 -2.421 -0.575  -0.52
C2 0.316 -3.386 -1.437  -0.86
H1 -0.284 -3.692 -2.296  0.44
H2 0.549 -4.283 -0.860  0.37
C3 1.613 -2.750 -1.951  -0.89
C4 2.524 -2.345 -0.847  -1.97
C5 3.016 -1.108 -0.484  1.58
C6 3.819 -1.367 0.641  0.41
N1 3.834 -2.647 0.957  -1.20
N2 3.044 -3.226 0.042  0.45
H3 2.902 -4.221 0.078  0.19
O1 4.517 -0.434 1.335  -0.37
C7 4.500 0.816 0.794  1.34
C8 3.763 1.191 -0.284  -0.18
C9 3.836 2.514 -0.730  -0.97
N3 3.890 3.603 -1.098  -0.64
C10 2.799 0.270 -1.016  0.22
C11 1.374 0.724 -0.777  -0.16
C12 0.860 0.695 0.519  0.43
C13 -0.433 1.103 0.780  0.63
C14 -1.243 1.572 -0.279  0.79
C15 -0.725 1.594 -1.562  -0.58
C16 0.576 1.172 -1.808  -1.05
H4 0.959 1.207 -2.817  0.44
H5 -1.319 1.948 -2.389  0.35
O2 -2.484 1.993 0.091  -0.55
C17 -3.466 2.230 -0.892  -0.76
C18 -3.996 0.939 -1.552  -0.90
N4 -4.749 0.038 -0.712  0.07
C19 -3.997 -0.554 0.383  0.33
H6 -3.058 -0.952 -0.005  -0.40
C20 -4.834 -1.690 0.971  -0.76
O3 -6.083 -1.227 1.431  -0.39
C21 -6.796 -0.606 0.388  -0.73
C22 -6.006 0.560 -0.210  -0.47
H7 -6.568 1.000 -1.037  0.41
H8 -5.860 1.322 0.574  0.29
H9 -7.734 -0.257 0.824  0.37
H10 -7.009 -1.338 -0.405  0.36
H11 -4.335 -2.132 1.836  0.37
H12 -4.987 -2.462 0.201  0.40
H13 -3.771 0.176 1.174  0.28
H14 -3.149 0.373 -1.950  0.44
H15 -4.641 1.229 -2.387  0.43
H16 -3.095 2.912 -1.667  0.37
H17 -4.273 2.734 -0.355  0.51
O4 -1.026 1.089 2.007  -0.50
C23 -0.270 0.654 3.107  -0.96
H18 0.052 -0.387 2.992  0.36
H19 0.608 1.288 3.270  0.36
H20 -0.932 0.731 3.968  0.25
H21 1.492 0.341 1.319  0.51
H22 3.003 0.307 -2.094  0.73
N5 5.377 1.642 1.437  -0.51
H23 5.288 2.631 1.283  0.24
H24 5.716 1.328 2.330  0.25
H25 1.372 -1.862 -2.537  0.40
H26 2.128 -3.462 -2.603  0.36
H27 -1.413 -2.887 -0.246  0.47
H28 -0.727 -1.519 -1.134  -0.08
H29 0.082 -2.127 0.304  0.22

Forces on atoms 1 to 3 (eV/Å):
0.049 -0.233 -0.061
-0.049 0.251 -0.028
0.033 -0.109 0.006

=====

A 2-piece molecular cluster, C3H4OS overall in a non-equilibrium geometry, computed with ωB97M-V/def2-TZVPD.

## Properties
HOMO energy (spin up / spin down) = -0.2938 / -0.3909 Ha
2S+1 = 3
ΔE to the lowest compared entry with this formula, charge and spin = 373.3 kJ/mol
maximum force = 1.14 eV Å⁻¹
total energy = -16051.4073 eV

Last column: Mulliken charge in e.
Cartesian coordinates (Å):
C1 2.332 -1.459 0.162  -0.30
C2 1.628 -0.414 -0.037  -0.03
C3 -1.017 0.828 -0.181  -0.97
O1 3.924 0.799 0.685  -0.42
S1 3.340 0.086 -0.445  0.36
H1 2.561 -2.464 0.433  0.39
H2 -0.626 1.810 -0.018  0.32
H3 -1.312 0.224 0.653  0.33
H4 -1.134 0.461 -1.175  0.33

Forces on atoms 1 to 3 (eV/Å):
-0.798 0.782 -0.221
0.543 -0.629 0.071
-0.464 0.208 0.123

=====

C22H22Cl2N4O4Sr as an isolated structure in a non-equilibrium geometry, computed with ωB97M-V/def2-TZVPD.

## Properties
HOMO energy = -0.2342 Ha
ΔE to the lowest compared entry with this formula, charge and spin = 95.4 kJ/mol
maximum force = 2.60 eV Å⁻¹
total energy = -63202.4565 eV

Last column: Mulliken charge in e.
Cartesian coordinates (Å):
Sr1 0.008 0.044 0.622  2.17
O1 -0.682 3.501 -2.175  -0.73
C1 -0.562 2.894 -3.381  0.03
C2 -0.443 3.696 -4.513  -0.65
C3 -0.326 3.120 -5.764  -0.35
C4 -0.338 1.736 -5.904  -0.72
C5 -0.439 0.936 -4.784  -0.34
C6 -0.540 1.495 -3.508  0.47
C7 -0.536 0.636 -2.297  0.64
O2 -0.792 1.168 -1.141  -0.75
N1 -0.147 -0.609 -2.481  -1.19
N2 0.024 -1.229 -1.272  0.32
C8 0.669 -2.312 -1.156  -1.13
C9 1.007 -2.758 0.253  2.34
C10 1.248 -4.235 0.387  -1.49
C11 1.085 -4.817 1.589  -0.08
C12 0.555 -4.074 2.690  -1.34
C13 -0.011 -2.856 2.394  -0.12
N3 0.054 -2.215 1.226  -0.58
H1 -0.844 2.768 -1.528  0.33
H2 -0.452 4.771 -4.387  0.43
H3 -0.229 3.755 -6.636  0.37
H4 -0.254 1.290 -6.887  0.39
H5 -0.434 -0.141 -4.862  0.48
H6 1.097 -2.861 -1.999  0.36
H7 1.540 -4.796 -0.493  0.34
H8 1.282 -5.876 1.716  0.43
H9 0.425 -4.526 3.662  0.41
H10 -0.640 -2.360 3.136  0.41
Cl1 2.519 1.058 -1.573  -0.06
C14 2.385 2.702 -0.942  -0.27
Cl2 1.589 2.703 0.638  -0.10
H11 1.776 3.291 -1.619  0.18
H12 3.383 3.107 -0.824  0.40
O3 0.603 0.698 2.828  -0.46
C15 -0.349 0.730 3.876  -0.57
C16 -1.745 0.947 3.335  0.54
C17 -2.767 1.358 4.181  -1.02
C18 -4.043 1.500 3.664  -0.19
C19 -4.256 1.238 2.317  -0.92
C20 -3.178 0.847 1.546  -0.41
N4 -1.947 0.702 2.043  0.07
H13 1.230 -0.024 2.972  0.25
H14 -0.109 1.539 4.573  0.39
H15 -0.350 -0.205 4.444  0.34
H16 -2.563 1.561 5.225  0.42
H17 -4.859 1.816 4.299  0.41
H18 -5.237 1.340 1.876  0.41
H19 -3.285 0.644 0.486  0.54
C21 3.617 -2.617 0.664  -1.65
C22 2.292 -1.926 0.573  0.54
O4 2.194 -0.732 0.834  -0.49
H20 4.419 -1.892 0.779  0.43
H21 3.774 -3.236 -0.222  0.38
H22 3.584 -3.292 1.521  0.35

Forces on atoms 1 to 3 (eV/Å):
-0.695 2.190 1.217
0.027 0.059 -0.092
-0.089 -0.115 0.061

=====

An isolated molecule of C24H23NO5S, computed with ωB97M-V/def2-TZVPD.

## Properties
HOMO energy = -0.2829 Ha
structure (SMILES) = Cc1ccc(Oc2ccc(NC(=O)CCC(=O)OCC(=O)c3cccs3)cc2)cc1C
ΔE to the lowest compared entry with this formula, charge and spin = 0.0 kJ/mol
maximum force = 0.95 eV Å⁻¹
total energy = -47825.1538 eV

Last column: Mulliken charge in e.
Cartesian coordinates (Å):
C1 -6.521 -1.229 -0.784  -1.42
C2 -5.482 -0.182 -0.516  0.86
C3 -5.833 1.018 0.088  -0.82
C4 -4.898 2.002 0.339  -0.96
C5 -3.570 1.794 -0.016  0.32
C6 -3.208 0.598 -0.626  -0.16
C7 -4.149 -0.388 -0.879  0.89
C8 -3.732 -1.654 -1.565  -1.80
H1 -2.655 -1.676 -1.714  0.33
H2 -4.216 -1.733 -2.538  0.45
H3 -4.022 -2.527 -0.982  0.34
H4 -2.180 0.443 -0.922  0.48
O1 -2.693 2.824 0.193  -0.52
C9 -1.355 2.535 0.333  -0.06
C10 -0.428 3.327 -0.332  -0.90
C11 0.925 3.075 -0.215  -0.57
C12 1.368 2.016 0.572  0.08
C13 0.437 1.261 1.283  -0.42
C14 -0.913 1.511 1.165  -0.25
H5 -1.630 0.914 1.709  0.50
H6 0.783 0.462 1.922  0.89
N1 2.708 1.633 0.675  -0.01
C15 3.787 2.157 0.045  0.62
O2 3.801 3.196 -0.579  -0.67
C16 5.037 1.287 0.179  -0.79
H7 4.998 0.669 1.077  0.32
H8 5.907 1.943 0.228  0.39
C17 5.167 0.398 -1.071  -0.61
C18 4.005 -0.559 -1.133  0.65
O3 2.916 -0.322 -1.585  -0.56
O4 4.319 -1.749 -0.587  -0.34
C19 3.232 -2.649 -0.484  -0.80
C20 2.196 -2.103 0.503  0.89
O5 2.502 -1.239 1.301  -0.73
C21 0.870 -2.670 0.427  0.23
C22 0.363 -3.664 -0.383  -0.54
C23 -0.994 -3.914 -0.148  -0.63
C24 -1.510 -3.114 0.833  -0.34
S1 -0.357 -2.046 1.487  -0.05
H9 -2.516 -3.095 1.203  0.47
H10 -1.568 -4.650 -0.681  0.44
H11 0.945 -4.195 -1.113  0.43
H12 2.775 -2.798 -1.467  0.37
H13 3.644 -3.588 -0.107  0.40
H14 6.097 -0.169 -1.029  0.33
H15 5.149 1.032 -1.958  0.37
H16 2.829 0.746 1.151  0.11
H17 1.641 3.678 -0.748  0.53
H18 -0.782 4.135 -0.953  0.45
H19 -5.178 2.935 0.801  0.47
H20 -6.863 1.188 0.367  0.33
H21 -6.281 -2.156 -0.262  0.31
H22 -6.574 -1.454 -1.849  0.31
H23 -7.499 -0.892 -0.453  0.38

Forces on atoms 1 to 3 (eV/Å):
0.080 0.031 0.001
-0.045 0.033 0.038
0.087 -0.093 -0.058

=====

An isolated molecule of C5H10O2 in a non-equilibrium geometry, computed with ωB97M-V/def2-TZVPD.

## Properties
HOMO energy (spin up / spin down) = -0.3430 / -0.3431 Ha
ΔE to the lowest compared entry with this formula, charge and spin = 415.7 kJ/mol
maximum force = 1.53 eV Å⁻¹
total energy = -9438.7344 eV

Last column: Mulliken charge in e.
Cartesian coordinates (Å):
C1 2.251 -0.304 -0.312  -1.23
C2 0.922 0.423 0.053  0.33
O1 0.275 1.214 -0.878  -0.71
C3 -1.806 1.089 -0.028  -0.50
C4 -1.456 -0.053 0.812  -0.41
C5 -0.214 -0.768 0.244  -0.32
O2 -0.487 -1.215 -1.051  -0.60
H1 3.129 0.324 -0.525  0.36
H2 2.107 -0.974 -1.163  0.28
H3 2.517 -0.924 0.558  0.33
H4 1.096 1.022 0.967  0.33
H5 -2.219 0.941 -1.019  0.27
H6 -2.220 1.977 0.480  0.28
H7 -1.342 0.201 1.871  0.34
H8 -2.161 -0.885 0.709  0.31
H9 -0.054 -1.676 0.856  0.48
H10 -0.338 -0.395 -1.573  0.46

Forces on atoms 1 to 3 (eV/Å):
-0.282 0.014 -0.132
-1.012 -0.983 0.601
-1.196 0.112 0.658